Record 1
Computed, not measured: 2 unconnected molecules or ions with the total composition C4H12 at a distorted geometry, with the ωB97M-V functional and the def2-TZVPD basis.

```
16
C4H12 | OMol25 | the ωB97M-V functional and the def2-TZVPD basis
C -1.97267 -1.04170 -2.00073
C -1.16183 -0.35031 -0.98142
H -2.69492 -1.87220 -1.67772
H -2.67587 -0.33390 -2.60196
H -1.35921 -1.31212 -2.88011
H -1.64277 0.19107 -0.22108
H -0.32332 -0.94728 -0.46161
H -0.71018 0.57180 -1.37223
C 1.25778 0.78320 0.78329
C 1.89270 0.50442 2.25705
H 2.00156 1.37701 0.20327
H 0.90593 -0.07417 0.20947
H 0.22420 1.29011 0.81688
H 1.40869 -0.31319 2.84805
H 1.96068 1.40754 2.89580
H 2.88923 0.11971 2.18305
```

As for the frontier orbital gap: 12.2 eV. The HOMO energy comes out at -11.13 eV. For the energy relative to the best compared isomer or geometry (same formula, charge and spin), the calculation gives 120.35 kJ/mol. The multiplicity is 1. As for the SMILES: CC.CC.

Atomic partial charges in e from the Löwdin method, atoms 1 to 6: -0.20 -0.23 0.09 0.09 0.06 0.04

Record 2
Computed, not measured: 2 unconnected molecules or ions with the total composition C7H16ClNO at a distorted geometry, with the ωB97M-V functional and the def2-TZVPD basis.

```
26
C7H16ClNO | OMol25 | the ωB97M-V functional and the def2-TZVPD basis
C -0.11000 1.85024 1.23400
C -1.77856 0.07127 1.80156
C 2.08040 -0.01920 -0.33185
C 0.93039 -2.25383 -0.33832
C -1.01337 0.75538 0.64962
C 0.86820 -0.81463 0.18467
C -0.41581 0.18136 -2.24786
N -0.43392 -0.30080 -0.11928
O -1.60243 -0.28338 -2.63559
Cl -0.20173 1.90681 -2.31545
H 0.33687 2.45333 0.44873
H -0.71000 2.50373 1.86331
H 0.67764 1.42052 1.84567
H -2.27749 -0.82145 1.43700
H -2.51270 0.74650 2.22712
H -1.08235 -0.22053 2.58352
H 2.18603 -0.14006 -1.40470
H 1.98839 1.03864 -0.11675
H 2.98603 -0.38844 0.14073
H 0.83028 -2.26474 -1.41948
H 0.10803 -2.82776 0.07796
H 1.87067 -2.72649 -0.06696
H -1.75951 1.23946 0.00493
H 0.94391 -0.84919 1.28285
H 0.41388 -0.37430 -2.65348
H -2.32284 0.11755 -2.13195
```

As for the frontier orbital gap (spin up / spin down): 6.7 / 8.4 eV. The HOMO energy (spin up / spin down) comes out at -5.87 / -9.17 eV. The multiplicity is 3. The expectation value of S² is 2.008.

Atomic partial charges in e from the Löwdin method, atoms 1 to 6: -0.07 -0.05 -0.05 -0.05 -0.47 -0.45